Computed, not measured: a 2-piece molecular cluster, C2H4S2 overall at a distorted geometry, with ωB97M-V/def2-TZVPD.

Values from the calculation:
- M (g/mol) = 92.19
- LUMO energy (eV) = -0.06
- HOMO-LUMO gap (eV) = 8.593
- energy relative to the best compared isomer or geometry (same formula, charge and spin) (kcal/mol) = 35.1
- total charge = 0
- SMILES = C=C=S.S
- HOMO energy (eV) = -8.66
- spin multiplicity = 1

Each atom is followed by the atoms it is bonded to, with distances in Å.
Positions of all 8 atoms, in Å:
1 C 1.17947 0.10840 0.17293  C2 1.271, H4 1.087, H5 1.078
2 C 2.40105 -0.23841 0.11274  C1 1.271, S3 1.558
3 S 3.85928 -0.78637 0.07880  C2 1.558
4 H 0.44806 -0.34516 -0.49098  C1 1.087
5 H 0.86219 0.96689 0.74312  C1 1.078
6 S -1.56845 -1.84179 0.14010  H7 1.365, H8 1.265
7 H -0.67264 -2.40012 -0.72595  S6 1.365
8 H -1.58750 -0.71247 -0.42918  S6 1.265